Computed, not measured: a single C7H6OS2 molecule, with ωB97M-V/def2-TZVPD.

Output
E_LUMO = 0.0214 Eh
orbital gap = 8.555 eV
spin multiplicity = 1
SMILES = Cc1sc2ccsc2c1O
relative energy (zero: lowest compared OMol25 entry of this formula, charge and spin) = 23.2 kcal per mole
highest occupied orbital energy = -7.974 eV

The geometry in XYZ format:
```
16
Properties=species:S:1:pos:R:3:forces:R:3
C 2.979399 -0.008443 -0.041386 -1.0752 -4.5598 -2.8400
C 1.495788 -0.041851 -0.069637 -2.3227 0.3594 1.0370
S 0.774290 1.545317 0.047096 -0.2924 0.8530 -0.6103
C -0.855967 0.989698 -0.000365 -0.6585 -0.3276 0.9287
C -2.216630 1.499299 -0.034961 0.6667 1.6263 -0.6210
C -3.086967 0.485405 -0.093040 1.1539 -0.8518 0.6107
S -2.418978 -1.128678 0.102710 0.0430 1.2653 -0.4233
C -0.861721 -0.381516 0.120591 1.6089 0.0050 -0.4291
C 0.475999 -0.949706 0.077244 -1.1041 0.0290 -0.0211
O 0.580020 -2.291584 -0.007639 1.6624 -1.3293 -0.6057
H 3.271076 -0.956658 0.510613 0.4203 1.3990 -0.7625
H 3.313159 0.016721 -1.140854 0.0715 -0.3124 1.7053
H 3.209014 0.870457 0.391723 1.5319 2.6644 1.7518
H -2.607614 2.565325 -0.123888 1.0070 -1.5509 0.1196
H -4.081243 0.678971 -0.243598 -2.4249 -0.1427 -0.0972
H 0.030372 -2.892761 0.505392 -0.2877 0.8731 0.2570
```
Forces are in eV/Å.

Atomic partial charges in e from the Löwdin method, atoms 1 to 5:
1 C -0.10
2 C -0.50
3 S 1.06
4 C -0.56
5 C -0.16

=====

Computed, not measured: a molecular structure, C34H25Br2N4O7ScTe4, with ωB97M-V/def2-TZVPD.

Output
E_LUMO (spin up / spin down) = 0.1247 / 0.1247 Eh
orbital gap (spin up / spin down) = 4.762 / 4.952 eV
spin multiplicity = 1
net charge = -2
relative energy (zero: lowest compared OMol25 entry of this formula, charge and spin) = 67.3 kcal per mole
highest occupied orbital energy (spin up / spin down) = -1.368 / -1.559 eV

The geometry in XYZ format:
```
77
Properties=species:S:1:pos:R:3:forces:R:3
Sc -0.588426 -1.789198 1.520022 -0.0794 0.5811 2.1159
C 1.191254 -4.488247 2.781522 0.0455 0.2978 0.1751
O 1.170557 -3.432815 1.813811 0.2341 0.0451 -0.7285
C 2.288206 -3.243882 1.069022 0.2549 -0.1296 -0.0815
C 3.401662 -4.066439 1.102644 -0.0067 -0.1023 -0.0001
C 4.493264 -3.780654 0.288725 0.0418 0.0099 -0.0085
Br 5.992757 -4.951797 0.354119 -0.0106 0.0029 -0.0134
C 4.538225 -2.674253 -0.523506 -0.0339 0.0436 0.0748
C 3.432656 -1.821431 -0.536175 -0.0607 0.1325 0.0518
C 2.306782 -2.133500 0.209400 -0.0133 -0.0089 -0.1587
O 1.173555 -1.398089 0.156565 0.2660 -0.9508 -0.0555
C 3.482070 -0.529088 -1.246352 0.0951 0.2834 0.2564
N 3.962054 -0.318365 -2.441317 0.0047 -0.0484 -0.1033
C 3.855686 1.051872 -2.627394 0.0344 -0.0417 -0.0111
C 4.216625 1.835896 -3.723475 -0.0177 0.0132 -0.0067
C 4.008332 3.198000 -3.636242 0.0131 0.0046 -0.0119
C 3.453050 3.783748 -2.484876 -0.0067 -0.0185 0.0117
C 3.088742 3.026053 -1.389370 -0.0250 0.0758 -0.0341
C 3.298526 1.653696 -1.490734 0.0157 -0.0229 0.0977
N 3.061112 0.621405 -0.612849 0.0467 -0.4370 -0.2071
H 1.245423 -5.453625 2.274888 -0.0161 -0.0187 0.0247
H 0.260199 -4.390048 3.330151 0.0148 -0.0252 0.0274
H 2.037994 -4.339639 3.453266 0.0225 -0.0414 -0.0079
H 3.430298 -4.933911 1.742733 -0.0304 0.0038 0.0137
H 5.405201 -2.430873 -1.119527 0.0013 -0.0034 -0.0029
H 1.196919 -0.635093 -0.435767 0.0690 0.1806 0.2430
H 4.645681 1.378967 -4.605936 -0.0056 0.0015 -0.0057
H 4.276773 3.834164 -4.470968 -0.0019 -0.0030 -0.0041
H 3.302276 4.855547 -2.456636 -0.0012 0.0031 -0.0068
H 2.654621 3.465546 -0.500591 0.0191 -0.0437 0.0241
H 2.764573 0.730336 0.363149 -0.0255 0.2535 0.0859
Te -2.761188 -0.868255 4.012776 0.3233 0.0376 0.5975
Te -3.764578 -2.701397 5.720836 0.0062 0.1576 -0.3787
Te -4.666793 -4.164961 3.586708 -0.1147 -0.1286 0.1845
Te -2.311983 -4.450903 2.369802 -0.0631 -0.2984 -0.4069
O -4.092835 5.133978 2.131577 -0.0082 -0.0054 0.0067
C -4.586425 4.350490 1.137476 0.0308 0.0025 -0.0205
O -5.460964 4.798216 0.435916 -0.0023 0.0106 -0.0025
C -3.997790 3.002587 0.986687 -0.0451 0.0238 0.1470
C -2.995780 2.481780 1.810320 -0.0907 -0.0602 0.0878
C -2.461103 1.234842 1.589014 -0.0325 -0.1914 -0.0246
C -2.890791 0.423164 0.521673 -0.2304 0.1185 -0.2572
C -3.923252 0.949527 -0.284075 -0.1125 0.0375 -0.0186
C -4.458113 2.197839 -0.052152 0.0153 0.0119 -0.0678
N -2.271476 -0.787243 0.265307 0.1793 0.1747 0.2108
C -2.596570 -1.443104 -0.853752 0.0221 -0.0595 -0.0666
C -1.964824 -2.630801 -1.271448 -0.0955 -0.1615 -0.0733
C -2.367060 -3.265455 -2.476138 -0.0312 0.0255 -0.0320
C -1.773887 -4.430424 -2.873671 -0.0258 0.0173 -0.0115
C -0.769006 -4.994671 -2.072139 0.0224 0.0264 0.0598
C -0.431988 -4.327221 -0.911010 0.0722 -0.0991 -0.0193
N -0.980966 -3.186089 -0.508773 0.0974 0.2369 0.2076
H -3.388100 4.662607 2.591576 0.0209 0.0114 -0.0148
H -2.584677 3.032429 2.652003 0.0015 0.0367 -0.0195
H -1.614798 0.912753 2.176646 -0.1182 -0.0484 0.1340
H -4.309022 0.380482 -1.117677 -0.0953 0.1093 0.0869
H -5.239701 2.589121 -0.690815 -0.0073 -0.0213 -0.0073
H -3.371940 -1.067588 -1.513260 0.1160 -0.1310 -0.0155
H -3.154847 -2.808142 -3.062416 0.0027 -0.0184 -0.0148
H -2.083958 -4.915621 -3.791692 0.0008 0.0002 -0.0012
H -0.278450 -5.922125 -2.330417 -0.0068 -0.0029 -0.0062
H 0.323605 -4.745124 -0.251868 0.0028 0.0251 -0.0061
O -0.146206 -1.498144 3.270116 -0.9390 -0.0901 -1.4636
Br 1.094698 4.727370 2.538223 0.0108 0.0090 -0.0127
C 0.105364 4.214731 0.993217 0.0048 -0.0622 0.0620
C -0.604157 5.229315 0.362602 -0.0244 -0.0056 0.0150
C -1.403086 4.934660 -0.728899 -0.0011 0.0208 0.0026
C -1.502673 3.623523 -1.171560 0.0493 -0.0187 -0.0687
C -0.800006 2.625690 -0.521346 0.1208 -0.0009 -0.1442
C 0.032259 2.894175 0.564611 0.0002 0.0266 0.2025
C 0.791253 1.714874 1.190094 -0.0708 -0.0752 -0.2365
O 1.936998 1.938753 1.618012 0.2400 -0.0424 -0.1536
O 0.224683 0.598469 1.101986 -0.0786 0.3583 -0.2065
H -0.537494 6.239137 0.743923 -0.0075 0.0046 -0.0035
H -1.962206 5.725942 -1.212451 -0.0154 -0.0080 0.0012
H -2.145080 3.373828 -2.006193 -0.0064 -0.0010 0.0105
H -0.901729 1.592709 -0.827655 0.0394 0.0106 -0.0163
```
Forces are in eV/Å.

Atomic partial charges in e from the Löwdin method, atoms 1 to 5:
1 Sc 0.59
2 C -0.08
3 O -0.18
4 C -0.20
5 C -0.05

=====

Computed, not measured: a molecular structure, C22H30F5N2OP2RhS, with ωB97M-V/def2-TZVPD.

Output
E_LUMO (spin up / spin down) = -0.1948 / -0.3354 Eh
orbital gap (spin up / spin down) = 8.692 / 4.863 eV
spin multiplicity = 5
net charge = +2
relative energy (zero: lowest compared OMol25 entry of this formula, charge and spin) = 11.4 kcal per mole
highest occupied orbital energy (spin up / spin down) = -13.992 / -13.991 eV

The geometry in XYZ format:
```
64
Properties=species:S:1:pos:R:3:forces:R:3
Rh 1.249797 -0.778741 -0.474307 0.1460 -0.3504 0.1371
C 3.744331 -3.570789 0.195955 0.0058 -0.0212 0.0285
P 2.948746 -2.446318 -0.976088 -0.0948 0.0911 -0.0999
C 4.303449 -1.781932 -1.980880 0.0572 -0.0117 0.0063
C 1.999831 -3.528689 -2.103887 -0.0342 -0.0117 -0.0608
C 1.301639 -2.746135 -3.225693 -0.0194 -0.0380 0.0310
P 0.364680 -1.265602 -2.658017 -0.0710 -0.0056 0.0771
C -1.383491 -1.733663 -2.684433 -0.0145 -0.0173 -0.0278
C 0.547125 -0.057150 -3.989532 -0.0374 -0.0088 -0.0482
H 4.346645 -3.008823 0.909769 0.0016 0.0062 -0.0069
H 4.396253 -4.256504 -0.348199 -0.0004 -0.0197 0.0292
H 2.997887 -4.150358 0.739395 -0.0068 0.0092 -0.0068
H 4.980102 -1.208040 -1.346591 -0.0079 -0.0006 -0.0062
H 3.927164 -1.120279 -2.761708 -0.0112 -0.0083 0.0112
H 4.863020 -2.597239 -2.443593 0.0068 0.0198 -0.0029
H 1.267500 -4.063043 -1.492535 -0.0080 0.0011 0.0062
H 2.667939 -4.282490 -2.526780 -0.0181 -0.0165 -0.0263
H 0.596849 -3.394899 -3.749705 0.0471 -0.0185 -0.0512
H 2.023376 -2.404137 -3.970333 0.0388 0.0082 0.0355
H -1.647848 -2.082828 -3.684247 -0.0460 -0.0026 0.0124
H -1.997465 -0.867656 -2.436526 -0.0043 -0.0041 -0.0005
H -1.585910 -2.526259 -1.964116 0.0224 -0.0057 0.0035
H 0.304273 -0.544111 -4.936096 0.0044 0.0575 -0.0300
H 1.565955 0.326113 -4.035769 0.0062 -0.0185 0.0090
H -0.138555 0.773441 -3.829745 0.0023 0.0172 -0.0001
F 1.728433 6.435091 -1.497483 0.0128 -0.1036 0.0324
C 1.893933 5.216074 -1.066341 -0.0592 0.0893 -0.0700
C 1.008013 4.212564 -1.497423 0.0445 0.1964 -0.0203
F 0.026623 4.529568 -2.319845 0.0265 -0.0355 0.0308
C 1.174585 2.934272 -1.051077 0.0598 -0.0642 0.0510
F 0.306569 2.009806 -1.457625 0.0848 -0.0853 0.0730
C 2.221234 2.587166 -0.154080 -0.0476 0.3277 -0.0481
S 2.490016 1.054443 0.479198 0.1170 -0.0344 0.0269
C 3.091343 3.641453 0.262902 -0.0409 -0.1401 0.0260
F 4.072413 3.369713 1.094480 -0.0613 -0.0415 -0.0371
C 2.937042 4.928369 -0.184949 -0.0395 0.1557 -0.0735
F 3.746569 5.890946 0.198273 -0.0107 -0.0524 0.0056
C -5.734081 0.542917 1.834333 -0.0400 -0.0594 -0.0384
C -4.845207 1.133921 2.912879 0.1739 0.1076 -0.0402
N -3.414465 0.824042 2.712532 -0.2580 0.2289 -0.1813
C -2.540547 1.907840 2.276393 0.0207 -0.0459 0.1374
C -2.733967 2.304665 0.820419 -0.0684 -0.0297 -0.0702
C -3.012870 -0.413485 3.042649 0.1692 -0.2671 0.2511
O -3.727064 -1.264436 3.542357 -0.0545 0.0686 -0.0757
C -1.573577 -0.817689 2.805545 -0.0866 0.0423 0.0303
C -0.832265 -1.327979 3.864564 0.0017 -0.0171 0.0928
C 0.439559 -1.823876 3.631838 -0.0201 -0.0418 0.0079
C 0.926768 -1.823368 2.340068 -0.1361 -0.0663 -0.1288
N 0.204964 -1.359647 1.304876 0.0238 0.2600 0.2097
C -1.020825 -0.859515 1.546080 0.0941 -0.1186 -0.2610
H -6.769872 0.833141 2.009664 0.0082 -0.0149 0.0070
H -5.681929 -0.545235 1.849969 -0.0009 0.0186 -0.0064
H -5.450376 0.899179 0.842284 0.0063 0.0014 0.0185
H -5.136066 0.762766 3.893255 -0.0076 -0.0467 0.0305
H -4.926314 2.221259 2.930371 -0.0058 -0.0092 0.0071
H -1.505146 1.627948 2.471180 -0.0088 -0.0330 -0.0286
H -2.745073 2.768263 2.916645 0.0296 0.0213 0.0121
H -2.643237 1.442233 0.154947 0.0351 0.0242 0.0094
H -1.995141 3.053214 0.527979 -0.0087 0.0080 0.0194
H -3.720929 2.737831 0.656747 0.0060 -0.0194 0.0036
H -1.268095 -1.346836 4.855646 0.0136 -0.0051 -0.0060
H 1.040116 -2.227260 4.434832 0.0057 0.0139 -0.0109
H 1.905276 -2.223203 2.107413 0.0286 0.0456 -0.0018
H -1.579702 -0.520024 0.682163 0.0288 0.0709 -0.0035
```
Forces are in eV/Å.

Atomic partial charges in e from the Löwdin method, atoms 1 to 5:
1 Rh 0.51
2 C -0.24
3 P 0.76
4 C -0.23
5 C -0.39

=====

Computed, not measured: 2 unconnected molecules or ions with the total composition C3H8S, with ωB97M-V/def2-TZVPD.

Output
E_LUMO = 0.0377 Eh
orbital gap = 10.094 eV
spin multiplicity = 1
SMILES = C=C.CS
relative energy (zero: lowest compared OMol25 entry of this formula, charge and spin) = 29.9 kcal per mole
highest occupied orbital energy = -9.068 eV

The geometry in XYZ format:
```
12
Properties=species:S:1:pos:R:3:forces:R:3
C -3.421957 -3.437127 0.645269 -0.2573 -0.2952 0.4489
C -3.822888 -2.949287 1.814526 0.0068 -0.1295 -0.4505
H -4.125657 -4.001614 0.047291 0.0355 -0.0994 -0.0508
H -2.409558 -3.407189 0.273549 0.1035 0.4159 -0.0255
H -4.826593 -3.167837 2.154118 -0.0966 0.2315 0.0173
H -3.213411 -2.331223 2.456761 0.2080 -0.1230 0.0606
C 3.884237 3.395862 -0.850184 0.7924 -0.5237 -0.4490
S 2.341929 2.745420 -1.580037 0.5722 -0.1457 -0.0365
H 3.679481 3.870465 0.099020 -0.2150 0.4255 -0.0866
H 4.699960 2.684261 -0.655259 -0.6983 -0.4496 -0.0156
H 4.336586 4.037646 -1.597296 -0.1987 0.7085 0.2843
H 2.877869 2.560624 -2.807759 -0.2525 -0.0152 0.3035
```
Forces are in eV/Å.

Atomic partial charges in e from the Löwdin method, atoms 1 to 5:
1 C -0.08
2 C -0.08
3 H 0.04
4 H 0.04
5 H 0.04